No. 1
Formula: C21H41Br3ClNO8P2S2Si
Source: the Open Molecules 2025 dataset
Level of theory: ωB97M-V/def2-TZVPD

Cartesian coordinates (Å):
C  -5.12  -2.89  -0.48
C  -4.20  -3.16  -1.67
C  -3.10  -4.18  -1.41
Br  -2.54  -4.79  -3.20
C  -1.85  -3.68  -0.59
C  -1.39  -2.29  -1.01
C  -2.18  -1.02  -0.66
O  -2.09  -0.11  -1.76
Si  -1.05  1.17  -1.49
C  0.66  0.67  -0.94
C  -0.87  2.00  -3.17
C  -1.80  2.44  -0.34
O  -0.77  -4.54  -1.09
S  0.38  -4.99  -0.13
O  1.24  -5.80  -0.92
O  1.03  -3.94  0.57
C  -0.52  -6.10  1.01
N  -0.90  -7.22  0.13
C  -0.20  -8.19  -0.04
S  0.58  -9.53  -0.14
P  0.68  -6.44  2.41
C  0.16  -7.93  3.34
C  2.38  -6.68  1.75
C  -1.91  -5.39  1.46
Cl  -1.93  -5.29  3.26
Br  -3.43  -6.56  1.10
C  -2.18  -3.95  0.91
Br  -1.40  -2.60  2.10
H  -5.55  -3.84  -0.15
H  -4.62  -2.46  0.38
H  -5.95  -2.26  -0.77
H  -4.85  -3.60  -2.42
H  -3.85  -2.24  -2.13
H  -3.54  -5.06  -0.96
H  -1.31  -2.33  -2.09
H  -0.37  -2.15  -0.65
H  -3.21  -1.18  -0.38
H  -1.71  -0.55  0.20
H  1.31  1.53  -0.88
H  0.61  0.27  0.08
H  1.09  -0.12  -1.56
H  -1.67  2.73  -3.29
H  0.09  2.50  -3.21
H  -0.94  1.24  -3.95
H  -1.99  2.05  0.66
H  -2.76  2.80  -0.71
H  -1.13  3.28  -0.22
H  -0.31  -8.72  2.76
H  -0.50  -7.61  4.13
H  1.06  -8.33  3.80
H  2.43  -7.35  0.90
H  3.00  -7.05  2.55
H  2.76  -5.72  1.40
H  -3.24  -3.80  1.03
O  0.96  5.99  -0.25
P  2.40  6.34  -0.08
O  3.25  5.08  -0.61
C  3.33  4.81  -2.01
C  4.21  5.80  -2.74
O  2.51  6.11  1.55
C  1.35  6.02  2.38
C  0.96  4.57  2.61
O  3.67  7.36  0.09
C  3.45  8.79  0.11
C  2.62  9.23  1.30
H  2.32  4.81  -2.44
H  3.73  3.81  -2.11
H  3.77  6.80  -2.75
H  4.36  5.50  -3.78
H  5.19  5.88  -2.26
H  0.52  6.58  1.95
H  1.61  6.49  3.33
H  0.87  4.03  1.67
H  0.01  4.51  3.15
H  1.72  4.06  3.20
H  2.98  9.10  -0.82
H  4.44  9.24  0.14
H  1.60  8.86  1.23
H  2.58  10.32  1.35
H  3.05  8.85  2.23

For the largest force on an atom, the calculation gives 7.3 eV Å⁻¹. The highest occupied orbital energy comes out at -8.137 eV. The HOMO-LUMO gap is 7.94 eV.

---

No. 2
Formula: C4H4O3
Source: the Open Molecules 2025 dataset
Level of theory: ωB97M-V/def2-TZVPD

Cartesian coordinates (Å):
O  -1.37  1.51  0.85
C  -0.82  1.13  -0.15
C  -0.10  -0.24  -0.24
C  1.42  0.34  -0.68
O  1.34  1.52  -0.43
C  -0.40  -1.34  0.74
O  -1.12  -1.23  -0.47
H  -0.78  1.69  -1.13
H  2.48  0.07  -0.96
H  0.32  -2.16  0.66
H  -0.92  -1.27  1.70

For the largest force on an atom, the calculation gives 1.8 eV Å⁻¹. The relative energy (zero: lowest compared OMol25 entry of this formula, charge and spin) is 4.0439 eV. The highest occupied orbital energy comes out at -9.548 eV. Its SMILES is O=CC1(C=O)CO1. The HOMO-LUMO gap is 9.69 eV.

---

No. 3
Formula: C3H3NO2S
Source: the Open Molecules 2025 dataset
Level of theory: ωB97M-V/def2-TZVPD

Cartesian coordinates (Å):
C  0.04  -0.08  -0.07
C  -1.56  0.51  0.30
C  -1.98  1.83  0.27
N  -2.31  2.92  0.15
S  -2.76  -0.54  -0.20
O  -2.46  -1.96  -0.13
O  -4.14  -0.06  0.04
H  0.05  -1.05  0.37
H  -0.18  -0.05  -1.14
H  0.85  0.58  0.15

For the largest force on an atom, the calculation gives 4.7 eV Å⁻¹. The relative energy (zero: lowest compared OMol25 entry of this formula, charge and spin) is 4.7309 eV. The highest occupied orbital energy (alpha / beta) comes out at -10.116 / -10.115 eV. Its SMILES is CC(C#N)=S(=O)=O. The HOMO-LUMO gap (alpha / beta) is 7.86 / 7.86 eV.

---

No. 4
Formula: C21H23IN5O2S4SbW
Source: the Open Molecules 2025 dataset
Level of theory: ωB97M-V/def2-TZVPD

Cartesian coordinates (Å):
W  -0.22  0.09  -1.07
C  -0.82  -2.63  2.46
C  -0.45  -3.90  1.98
C  -0.11  -4.04  0.67
C  -0.12  -2.92  -0.20
N  -0.43  -1.68  0.30
C  -0.78  -1.57  1.59
C  0.16  -2.97  -1.58
C  0.48  -4.16  -2.28
C  0.65  -4.15  -3.63
C  0.48  -2.93  -4.33
C  0.21  -1.80  -3.61
N  0.06  -1.78  -2.27
H  -1.10  -2.47  3.49
H  -0.43  -4.76  2.64
H  0.17  -5.01  0.28
H  -1.06  -0.57  1.89
H  0.59  -5.09  -1.73
H  0.90  -5.07  -4.16
H  0.59  -2.87  -5.40
H  0.10  -0.86  -4.11
S  3.33  2.93  -2.23
Sb  3.38  1.48  -0.48
S  2.24  -0.56  -0.88
S  3.35  2.28  1.70
S  5.52  0.76  0.18
C  0.50  3.09  5.07
C  -0.29  1.91  4.49
C  -1.13  2.38  3.30
C  0.68  0.79  4.09
C  -1.18  1.37  5.53
N  -1.84  0.94  6.37
H  1.17  3.47  4.30
H  1.10  2.77  5.93
H  -0.17  3.89  5.39
H  -0.47  2.72  2.50
H  -1.78  3.21  3.60
H  -1.75  1.58  2.89
H  1.36  1.14  3.30
H  0.16  -0.08  3.70
H  1.27  0.48  4.95
C  -2.21  -0.71  -1.73
H  -2.29  -0.76  -2.82
H  -2.39  -1.71  -1.33
I  -4.01  0.36  -1.17
C  -0.87  1.53  -2.45
C  -1.52  2.57  -3.10
C  -0.88  3.10  -4.21
C  0.37  2.61  -4.63
C  0.96  1.59  -3.91
N  0.28  1.08  -2.89
H  -2.47  2.95  -2.75
H  -1.33  3.92  -4.76
H  0.89  3.05  -5.46
H  1.93  1.17  -4.13
O  -1.33  0.93  0.38
N  0.05  1.00  0.66
O  0.51  1.87  -0.30

The total charge is -2. For the largest force on an atom, the calculation gives 0.3 eV Å⁻¹. The relative energy (zero: lowest compared OMol25 entry of this formula, charge and spin) is 2.6499 eV. The highest occupied orbital energy (alpha / beta) comes out at -0.840 / -2.223 eV. Its spin multiplicity is 3. The HOMO-LUMO gap (alpha / beta) is 4.72 / 6.09 eV.

---

No. 5
Formula: C15H17N3O5S2
Source: the Open Molecules 2025 dataset
Level of theory: ωB97M-V/def2-TZVPD

Cartesian coordinates (Å):
C  -3.12  -1.43  1.46
C  -2.12  -2.39  2.10
O  -0.80  -2.18  1.60
C  -0.49  -2.75  0.43
O  -1.24  -3.46  -0.21
C  0.85  -2.36  0.02
S  1.81  -1.35  1.06
C  2.96  -1.22  -0.24
N  4.05  -0.43  -0.12
S  4.02  0.99  0.84
O  4.05  0.61  2.21
O  5.08  1.78  0.30
C  2.42  1.66  0.42
C  1.42  1.66  1.38
C  0.13  2.01  1.03
C  -0.15  2.35  -0.30
N  -1.44  2.67  -0.73
C  -2.63  2.50  -0.06
C  -3.81  2.92  -0.90
O  -2.72  2.05  1.06
C  0.88  2.38  -1.24
C  2.16  2.03  -0.88
N  2.66  -1.89  -1.31
C  1.48  -2.55  -1.19
C  0.98  -3.37  -2.32
H  -4.09  -1.56  1.91
H  -2.80  -0.40  1.61
H  -3.19  -1.62  0.40
H  -2.05  -2.22  3.18
H  -2.42  -3.42  1.90
H  4.66  -0.40  -0.92
H  1.67  1.38  2.39
H  -0.66  2.00  1.76
H  -1.50  2.99  -1.68
H  -4.72  2.81  -0.31
H  -3.88  2.31  -1.79
H  -3.71  3.96  -1.19
H  0.67  2.67  -2.26
H  2.97  2.03  -1.60
H  -0.06  -3.63  -2.16
H  1.11  -2.83  -3.25
H  1.57  -4.29  -2.38

For the largest force on an atom, the calculation gives 1.6 eV Å⁻¹. The relative energy (zero: lowest compared OMol25 entry of this formula, charge and spin) is 0.0000 eV. The highest occupied orbital energy comes out at -8.655 eV. Its SMILES is CCOC(=O)c1sc(NS(=O)(=O)c2ccc(NC(C)=O)cc2)nc1C. The HOMO-LUMO gap is 8.87 eV.

---

No. 6
Formula: C3H5N
Source: the Open Molecules 2025 dataset
Level of theory: ωB97M-V/def2-TZVPD

Cartesian coordinates (Å):
C  3.45  0.59  0.58
N  3.07  -0.28  -0.05
H  3.69  1.51  1.06
C  -0.03  0.53  -0.22
C  -0.88  -0.49  -0.18
H  1.05  0.44  0.24
H  -0.33  1.40  -0.75
H  -1.91  -0.43  -0.69
H  -0.65  -1.40  0.42

For the largest force on an atom, the calculation gives 3.1 eV Å⁻¹. The relative energy (zero: lowest compared OMol25 entry of this formula, charge and spin) is 1.9321 eV. The highest occupied orbital energy comes out at -9.912 eV. Its SMILES is C#N.C=C. The HOMO-LUMO gap is 10.91 eV.

---

No. 7
Formula: CH3NSSi
Source: the Open Molecules 2025 dataset
Level of theory: ωB97M-V/def2-TZVPD

Cartesian coordinates (Å):
C  -1.95  -0.17  0.12
N  -0.74  -0.05  0.03
Si  1.58  0.02  0.00
S  -3.55  -0.13  0.04
H  1.28  -1.05  -0.94
H  1.68  0.14  1.40
H  1.70  1.24  -0.66

For the largest force on an atom, the calculation gives 5.6 eV Å⁻¹. The relative energy (zero: lowest compared OMol25 entry of this formula, charge and spin) is 2.4628 eV. The highest occupied orbital energy comes out at -8.073 eV. The HOMO-LUMO gap is 6.47 eV.

---

No. 8
Formula: C46H81Cl2F4N2O8S2
Source: the Open Molecules 2025 dataset
Level of theory: ωB97M-V/def2-TZVPD

Cartesian coordinates (Å):
C  -0.37  1.37  6.75
C  0.66  0.41  6.12
C  0.61  0.59  4.57
Cl  1.78  1.92  4.18
C  0.97  -0.72  3.78
O  2.10  -0.42  2.95
C  2.45  -1.48  2.07
C  1.25  -2.02  1.20
C  1.72  -2.25  -0.27
Cl  0.58  -1.85  -1.59
C  2.22  -3.71  -0.47
C  2.59  -4.04  -1.93
N  -0.02  -1.30  1.48
O  -1.19  -1.90  0.97
C  -1.23  -3.30  0.81
C  -2.67  -3.68  0.38
C  -3.00  -3.02  -0.97
O  -2.83  -5.07  0.38
C  -0.13  0.15  0.98
F  -1.07  0.22  0.04
F  -0.64  0.95  1.94
C  1.12  0.92  0.40
F  0.79  1.48  -0.79
F  1.43  1.96  1.19
C  -0.19  -1.40  3.00
C  -1.61  -1.21  3.55
C  -2.28  -2.52  4.01
C  -1.50  -3.22  5.15
S  -1.33  -5.00  4.81
C  -1.15  -5.80  6.41
S  -1.82  -5.12  7.73
N  -0.45  -7.03  6.55
C  -0.89  -8.02  5.60
C  -2.12  -8.61  5.83
C  -2.59  -9.59  4.99
C  -1.86  -10.05  3.90
C  -0.64  -9.44  3.68
C  -0.16  -8.46  4.51
C  0.99  -6.88  6.62
C  1.73  -5.88  6.03
C  3.10  -5.84  6.21
C  3.76  -6.78  6.96
C  3.02  -7.80  7.55
C  1.66  -7.82  7.38
H  -0.11  2.42  6.60
H  -0.42  1.18  7.83
H  -1.37  1.22  6.32
H  1.64  0.79  6.44
H  0.50  -0.63  6.41
H  -0.38  1.01  4.34
H  1.36  -1.43  4.53
H  2.92  -2.28  2.67
H  3.24  -1.08  1.43
H  1.22  -3.06  1.57
H  2.62  -1.64  -0.46
H  1.49  -4.42  -0.05
H  3.11  -3.80  0.17
H  1.69  -4.35  -2.46
H  3.01  -3.14  -2.39
H  3.31  -4.86  -1.92
H  -0.56  -3.76  0.07
H  -1.04  -3.86  1.75
H  -3.39  -3.25  1.09
H  -2.27  -3.34  -1.73
H  -2.95  -1.93  -0.86
H  -4.03  -3.24  -1.27
H  -2.47  -5.43  -0.44
H  2.06  0.38  0.23
H  -0.02  -2.47  3.19
H  -1.64  -0.59  4.47
H  -2.29  -0.67  2.88
H  -3.23  -2.20  4.46
H  -2.57  -3.18  3.18
H  -0.49  -2.78  5.18
H  -1.97  -3.03  6.11
H  -2.76  -8.34  6.67
H  -3.55  -10.07  5.18
H  -2.21  -10.84  3.25
H  -0.04  -9.78  2.83
H  0.82  -8.02  4.32
H  1.26  -5.12  5.41
H  3.72  -5.06  5.77
H  4.84  -6.76  7.08
H  3.50  -8.58  8.13
H  1.07  -8.61  7.86
C  -0.28  4.24  -3.67
C  -0.65  3.03  -4.51
C  -2.10  2.64  -4.31
O  0.20  1.94  -4.16
H  -0.41  4.03  -2.60
H  0.77  4.51  -3.82
H  -0.90  5.10  -3.93
H  -0.47  3.25  -5.56
H  -2.29  2.38  -3.26
H  -2.35  1.77  -4.91
H  -2.77  3.46  -4.58
H  0.06  1.73  -3.23
C  -0.79  5.96  1.18
C  0.65  6.42  1.36
C  1.40  6.40  0.04
O  1.30  5.56  2.30
H  -0.83  4.94  0.80
H  -1.32  5.97  2.13
H  -1.33  6.61  0.48
H  0.67  7.42  1.78
H  1.43  5.38  -0.37
H  2.44  6.72  0.19
H  0.94  7.06  -0.69
H  1.29  4.67  1.95
C  0.08  8.80  -4.50
C  0.80  8.50  -5.81
C  1.31  7.07  -5.84
O  1.89  9.41  -5.97
H  0.76  8.68  -3.65
H  -0.28  9.83  -4.49
H  -0.78  8.14  -4.36
H  0.13  8.67  -6.65
H  2.03  6.90  -5.03
H  1.84  6.87  -6.78
H  0.49  6.36  -5.74
H  2.50  9.27  -5.23
C  -4.23  3.90  -8.69
C  -4.24  3.97  -7.17
C  -5.61  4.37  -6.65
O  -3.26  4.91  -6.72
H  -4.46  4.87  -9.12
H  -3.24  3.61  -9.05
H  -4.95  3.17  -9.05
H  -3.96  3.00  -6.75
H  -5.89  5.36  -7.02
H  -5.61  4.43  -5.56
H  -6.38  3.66  -6.95
H  -3.49  5.77  -7.08
C  4.26  4.01  -6.22
C  3.90  2.80  -7.07
C  2.45  2.39  -6.87
O  4.76  1.70  -6.74
H  4.14  3.78  -5.16
H  5.31  4.28  -6.37
H  3.64  4.86  -6.47
H  4.08  3.02  -8.12
H  2.27  2.11  -5.82
H  2.21  1.52  -7.47
H  1.77  3.20  -7.13
H  4.62  1.49  -5.81

The total charge is +1. For the largest force on an atom, the calculation gives 3.2 eV Å⁻¹. The highest occupied orbital energy comes out at -10.451 eV. The HOMO-LUMO gap is 7.79 eV.